--- one ---
The following is a quantum chemistry calculation of a single C6H8O2 molecule, from the Open Molecules 2025 dataset.

```
16
C6H8O2, DFT ωB97M-V/def2-TZVPD
O -0.809 -1.840 -1.149
C -0.409 -0.870 -0.610
C -1.256 0.133 0.264
C -0.145 0.509 1.334
C 1.074 0.614 0.561
O 1.833 -0.621 0.792
C 0.433 0.596 -0.834
C -0.986 1.193 -0.766
H -2.315 -0.206 0.587
H -0.345 -0.228 2.194
H -0.131 1.507 1.999
H 1.633 1.606 0.617
H 2.144 -0.447 1.632
H 1.062 0.875 -1.763
H -1.600 1.204 -1.664
H -0.906 2.332 -0.445
```

Summary:
Highest occupied orbital energy (eV): -8.875
Total charge: 0


--- two ---
The following is a quantum chemistry calculation of a single C6H8O2 molecule, from the Open Molecules 2025 dataset.

```
16
C6H8O2, DFT ωB97M-V/def2-TZVPD
C -0.813 1.752 0.142
C -0.232 0.460 -0.416
C -1.306 -0.682 -0.173
O -2.488 -0.534 -0.129
C -0.497 -1.882 -0.082
C 0.763 -1.611 0.130
C 1.040 -0.125 0.222
O 2.283 0.070 -0.373
H -0.291 2.697 -0.107
H -0.819 1.655 1.204
H -1.827 1.887 -0.235
H -0.160 0.475 -1.523
H -0.983 -2.879 -0.118
H 1.612 -2.343 0.339
H 1.048 0.140 1.298
H 2.670 0.922 -0.180
```

Summary:
Highest occupied orbital energy (eV): -9.502
Total charge: 0


--- three ---
The following is a quantum chemistry calculation of 2 unconnected molecules or ions with the total composition C6H8O2, from the Open Molecules 2025 dataset.

```
16
C6H8O2, DFT ωB97M-V/def2-TZVPD
C 0.218 0.544 -1.960
C 0.460 0.600 -0.660
C 0.763 1.699 0.308
C 1.562 0.488 0.602
O 2.621 -0.007 0.748
H -0.009 1.432 -2.547
H 0.319 -0.381 -2.518
H 0.005 1.958 1.040
H 1.361 2.549 -0.016
C -1.658 -1.358 0.541
C -0.214 -1.042 0.794
O 0.123 -0.342 1.790
H -2.293 -0.510 0.791
H -1.819 -1.683 -0.487
H -1.936 -2.183 1.206
H 0.498 -1.763 0.369
```

Summary:
Highest occupied orbital energy (eV): -8.728
Total charge: 0


Stability ranking, top and bottom: two is the most stable and three is the least stable.


--- one ---
The following is a quantum chemistry calculation of a single C6H8O2 molecule, from the Open Molecules 2025 dataset.

```
16
C6H8O2, DFT ωB97M-V/def2-TZVPD
O 2.848 -0.199 -0.492
C 1.921 0.109 0.455
C 0.643 0.798 -0.156
C -0.737 1.414 -0.029
C -1.704 0.477 -0.219
C -1.477 -0.994 -0.136
O -0.118 -1.553 -0.084
C 0.574 -0.521 0.564
H 2.432 -0.714 -1.184
H 2.344 0.512 1.431
H 0.874 0.631 -1.260
H -0.910 2.448 -0.005
H -2.781 0.698 -0.228
H -1.972 -1.514 -1.026
H -2.089 -1.234 0.822
H 0.153 -0.358 1.547
```

Summary:
Highest occupied orbital energy (eV): -8.873
Total charge: 0


--- two ---
The following is a quantum chemistry calculation of a single C6H8O2 molecule, from the Open Molecules 2025 dataset.

```
16
C6H8O2, DFT ωB97M-V/def2-TZVPD
C -0.087 -1.107 -1.112
C 0.229 -0.396 -0.051
C 0.849 -0.432 1.293
C 0.610 0.536 2.475
O 1.452 0.901 1.402
C -0.392 0.938 -0.287
O -0.801 0.813 -1.890
C -0.827 -0.574 -2.200
H 0.275 -2.055 -1.402
H 1.550 -1.171 1.366
H -0.257 1.162 2.321
H 1.062 0.037 3.410
H -1.505 0.878 0.444
H 0.175 1.944 -0.220
H -0.447 -0.761 -3.212
H -1.887 -0.713 -2.337
```

Summary:
Highest occupied orbital energy (eV): -8.878
Total charge: 0


--- three ---
The following is a quantum chemistry calculation of 2 unconnected molecules or ions with the total composition C6H8O2, from the Open Molecules 2025 dataset.

```
16
C6H8O2, DFT ωB97M-V/def2-TZVPD
C 0.162 2.069 0.069
C 0.312 0.512 -0.185
C -0.809 -0.429 0.390
C -0.214 -1.838 0.199
C 1.056 -1.680 -0.041
C 1.654 -0.486 -0.232
H -0.684 2.521 -0.360
H 1.049 2.500 -0.468
H 0.196 2.475 1.248
H 0.105 0.239 -1.372
H -1.229 -0.118 1.414
H -3.274 -0.007 0.101
H -0.712 -2.979 -0.206
H 1.652 -2.519 -0.045
O -2.093 -0.292 -0.458
O 2.830 0.031 -0.054
```

Summary:
Highest occupied orbital energy (eV): -9.311
Total charge: 0


--- four ---
The following is a quantum chemistry calculation of a single C6H8O2 molecule, from the Open Molecules 2025 dataset.

```
16
C6H8O2, DFT ωB97M-V/def2-TZVPD
O -2.411 -0.016 0.014
C -1.083 -0.143 -0.655
C -0.162 1.020 -0.558
C 1.225 0.555 -0.151
C 1.200 -0.972 -0.273
C -0.137 -1.059 0.278
O -0.277 -0.257 1.493
C 0.325 0.915 0.952
H -2.239 0.176 0.977
H -1.307 -0.518 -1.650
H -0.326 1.970 -0.933
H 2.083 1.145 -0.541
H 2.050 -1.391 0.260
H 1.109 -1.183 -1.343
H -0.454 -2.038 0.597
H 0.403 1.795 1.533
```

Summary:
Highest occupied orbital energy (eV): -9.316
Total charge: 0


Stability ranking, top and bottom: four is the most stable and three is the least stable.


--- one ---
The following is a quantum chemistry calculation of 2 unconnected molecules or ions with the total composition C6H8O2, from the Open Molecules 2025 dataset.

```
16
C6H8O2, DFT ωB97M-V/def2-TZVPD
C 2.016 -0.108 0.535
C 0.856 -0.232 -0.342
C -0.068 0.369 -1.085
C 0.132 -1.095 -1.331
H 2.507 -1.066 0.691
H 2.727 0.616 0.137
H 1.662 0.279 1.500
H -0.450 1.260 -1.529
H 0.650 -1.402 -2.234
H -0.620 -1.804 -1.002
O -0.356 0.728 2.012
C -0.969 0.150 1.136
C -2.030 0.892 0.282
O -2.971 0.358 -0.241
H -1.174 -0.934 1.130
H -1.911 1.991 0.341
```

Summary:
Highest occupied orbital energy (eV): -9.331
Total charge: 0


--- two ---
The following is a quantum chemistry calculation of a single C6H8O2 molecule, from the Open Molecules 2025 dataset.

```
16
C6H8O2, DFT ωB97M-V/def2-TZVPD
C 1.817 -0.163 0.871
C 0.618 -0.049 0.299
C 0.321 -0.667 -1.056
C 0.394 0.350 -2.177
O 0.887 0.122 -3.255
C -0.503 0.691 0.978
C -1.507 -0.254 1.635
O -1.988 -0.034 2.718
H 2.620 -0.724 0.399
H 2.016 0.290 1.844
H -0.703 -1.094 -1.054
H 0.995 -1.488 -1.292
H -0.019 1.364 -1.945
H -0.116 1.374 1.742
H -1.071 1.293 0.241
H -1.755 -1.168 1.055
```

Summary:
Highest occupied orbital energy (eV): -9.634
Total charge: 0


--- three ---
The following is a quantum chemistry calculation of a molecular structure, C6H8O2, from the Open Molecules 2025 dataset.

```
16
C6H8O2, DFT ωB97M-V/def2-TZVPD
C -1.167 -1.385 -0.192
C -0.622 0.079 -0.506
C -1.331 0.973 -1.172
C 0.570 0.457 0.192
C 1.267 -0.597 1.063
C 1.204 1.776 -0.058
H -0.451 -2.011 0.895
H -2.350 -1.441 -0.141
H -0.879 -2.129 -1.472
H -0.823 2.040 -1.028
H 2.709 -0.685 0.585
H 1.275 -0.074 2.568
H 0.453 -2.126 0.838
H 2.167 1.758 0.315
O -2.285 0.633 -1.831
O 0.262 2.735 -0.056
```

Summary:
Highest occupied orbital energy (eV): -9.097
Total charge: 0


Stability ranking, top and bottom: two is the most stable and three is the least stable.


--- one ---
The following is a quantum chemistry calculation of a molecular structure, C6H8O2, from the Open Molecules 2025 dataset.

```
16
C6H8O2, DFT ωB97M-V/def2-TZVPD
C 1.347 -1.657 0.244
C 2.868 -0.075 -0.226
C 0.463 -0.698 0.456
C 1.802 0.744 -0.061
C -1.418 0.518 -0.281
C -1.020 -0.591 0.632
O 2.600 -1.450 -0.060
O 1.490 2.063 0.019
H 1.247 -2.711 0.274
H 3.692 0.249 -0.876
H -1.119 1.550 0.200
H -2.426 0.342 -0.652
H -0.741 0.479 -1.138
H -1.341 -1.514 0.186
H -1.412 -0.500 1.616
H 2.223 2.429 0.551
```

Summary:
Highest occupied orbital energy (eV): -8.621
Total charge: 0


--- two ---
The following is a quantum chemistry calculation of a single C6H8O2 molecule, from the Open Molecules 2025 dataset.

```
16
C6H8O2, DFT ωB97M-V/def2-TZVPD
O 2.642 0.167 -0.554
C 1.623 -0.100 0.391
C 0.395 0.697 0.562
C -0.776 1.525 -0.004
C -1.841 0.753 -0.321
C -1.864 -0.717 -0.151
O -0.721 -1.352 0.296
C 0.373 -0.645 -0.112
H 3.113 -0.685 -0.627
H 1.964 -0.400 1.377
H 0.076 0.592 1.568
H -0.737 2.619 0.116
H -2.721 1.333 -0.568
H -2.160 -1.157 -1.131
H -2.790 -1.119 0.347
H 0.438 -0.782 -1.219
```

Summary:
Highest occupied orbital energy (eV): -8.778
Total charge: 0


Stability ranking, top and bottom: one is the most stable and two is the least stable.